Formula: C12H31ClIO2P2W
Source: OMol25
Level of theory: the ωB97M-V functional and the def2-TZVPD basis

Cartesian coordinates (Å):
H1 3.598 -1.543 3.092
H2 1.235 -2.202 -2.765
P1 1.046 -0.141 -1.689
H3 -1.797 3.644 0.756
H4 1.465 -2.432 -0.991
H5 2.245 -0.440 3.346
H6 3.840 0.113 2.755
H7 -3.218 3.468 -3.760
H8 -0.199 -2.196 -1.681
H9 2.979 -0.007 -3.033
H10 -3.098 0.457 2.218
Cl1 2.253 2.230 1.840
H11 -1.551 -2.449 1.059
C1 -2.756 1.853 -2.544
C2 -2.433 3.127 -3.055
H12 -0.451 -3.460 1.979
H13 2.086 0.012 0.805
H14 0.281 -1.176 2.450
C3 2.634 -0.984 1.280
H15 -0.246 1.037 3.528
C4 -2.276 2.657 0.724
H16 0.498 -0.403 -3.953
H17 -1.800 -0.716 2.321
C5 2.865 0.078 -1.941
H18 3.233 1.066 -1.621
C6 -0.664 1.888 2.972
C7 -0.516 -2.773 1.130
O1 1.715 -2.070 1.275
I1 1.758 3.428 -1.078
H19 3.418 -0.724 -1.424
H20 -3.132 2.673 1.417
C8 3.085 -0.673 2.693
H21 -2.644 2.444 -0.292
P2 -1.098 1.380 1.252
H22 0.747 1.331 -3.571
W1 0.924 1.274 0.130
H23 -1.458 3.070 -3.585
H24 -1.561 2.263 3.479
H25 -0.796 0.537 -3.118
C9 -2.253 0.033 1.670
O2 -3.160 0.770 -2.320
H26 3.497 -1.274 0.652
H27 0.197 -0.609 0.690
H28 -2.647 -0.445 0.773
H29 -0.205 -3.304 0.228
C10 0.286 0.398 -3.232
H30 -2.408 3.835 -2.199
H31 0.083 2.690 2.954
C11 0.397 -1.590 1.432
C12 0.864 -1.936 -1.764

- charge = +3
- ΔE to the lowest compared entry with this formula, charge and spin (eV) = 0.452
- electronic energy (hartree) = -2132.8053
- E_LUMO (spin up / spin down) (eV) = -12.2 / -11.8
- 2S+1 = 3
- frontier orbital gap (spin up / spin down) (eV) = 6.087 / 6.888
- <S²> = 2.02


Formula: C4H9NOS
Source: OMol25
Level of theory: the ωB97M-V functional and the def2-TZVPD basis

Cartesian coordinates (Å):
H1 -1.316 0.689 0.073
C1 -0.250 0.515 -0.094
H2 0.350 2.096 1.263
S1 -0.064 3.356 -0.713
H3 -0.869 0.169 -2.189
C2 -0.060 -0.095 -1.499
H4 1.255 -0.566 0.758
H5 -0.043 -2.127 2.127
H6 -1.472 -1.549 1.219
H7 -0.220 -1.174 -1.466
C3 -0.375 -1.794 1.092
H8 1.548 1.696 -0.036
O1 -0.184 -2.729 0.165
N1 0.264 -0.434 0.946
C4 0.497 1.820 0.230
H9 0.939 0.126 -1.875

- charge = -2
- ΔE to the lowest compared entry with this formula, charge and spin (eV) = 0.527
- electronic energy (hartree) = -685.8991
- E_LUMO (eV) = 6.2
- frontier orbital gap (eV) = 5.665
- SMILES string = C[C@H](C[S-])NC[O-]


Formula: C4H3NO5S
Source: OMol25
Level of theory: the ωB97M-V functional and the def2-TZVPD basis

Cartesian coordinates (Å):
N1 1.275 1.481 -0.142
H1 1.675 2.379 -0.251
O1 -0.769 2.426 0.123
C1 -0.229 1.387 -0.010
O2 -2.307 -1.640 0.010
C2 -0.782 0.073 -0.072
C3 -2.017 -0.370 0.123
O3 0.683 -1.897 -1.101
O4 3.328 0.278 0.070
S1 0.734 -1.044 0.043
C4 2.173 0.473 -0.057
H2 -2.978 0.094 0.390
H3 -1.505 -1.947 -0.411
O5 0.721 -1.693 1.284

- ΔE to the lowest compared entry with this formula, charge and spin (eV) = 0.208
- electronic energy (hartree) = -983.2999
- E_LUMO (eV) = -0.6
- frontier orbital gap (eV) = 9.645
- SMILES string = O=C1NC(=O)S(=O)(=O)/C1=C\O


Formula: CH3Cl2OPS
Source: OMol25
Level of theory: the ωB97M-V functional and the def2-TZVPD basis

Cartesian coordinates (Å):
H1 1.119 -2.967 -2.184
S1 2.152 -1.965 -0.316
Cl1 -1.032 -0.094 1.536
H2 -0.270 2.469 1.491
Cl2 -2.608 2.639 2.707
P1 -1.482 1.841 1.277
H3 2.497 -1.694 -2.676
C1 1.847 -2.245 -1.853
O1 -2.224 2.017 0.019

- ΔE to the lowest compared entry with this formula, charge and spin (eV) = 2.177
- electronic energy (hartree) = -1775.0833
- E_LUMO (eV) = -0.4
- frontier orbital gap (eV) = 8.565
- SMILES string = O=[PH](Cl)Cl.C=S


Formula: C4H10O2
Source: OMol25
Level of theory: the ωB97M-V functional and the def2-TZVPD basis

Cartesian coordinates (Å):
H1 3.056 -1.089 0.341
H2 1.617 -1.715 -0.508
H3 -2.285 -0.321 -0.816
H4 -2.442 1.426 -0.500
C1 0.308 0.550 -0.421
C2 2.247 -0.828 -0.347
H5 -0.754 1.294 1.295
O1 1.515 0.218 0.253
H6 -2.963 0.243 0.718
H7 2.682 -0.521 -1.309
C3 -2.211 0.456 -0.048
H8 0.244 -0.795 1.541
H9 0.389 1.563 -0.839
O2 -0.694 -0.774 1.292
H10 0.125 -0.155 -1.245
C4 -0.835 0.446 0.594

- ΔE to the lowest compared entry with this formula, charge and spin (eV) = 1.072
- electronic energy (hartree) = -308.8588
- E_LUMO (eV) = 1.0
- frontier orbital gap (eV) = 10.931
- SMILES string = COC[C@@H](C)O


Formula: C20H18BClN4O15P
Source: OMol25
Level of theory: the ωB97M-V functional and the def2-TZVPD basis

Cartesian coordinates (Å):
C1 -3.513 5.672 -0.283
C2 0.409 -1.868 2.877
O1 1.614 -1.322 0.932
H1 -3.869 -2.876 -0.250
Cl1 -4.148 1.909 0.533
N1 0.413 -0.842 -1.620
O2 2.493 -8.003 -1.195
H2 -0.547 -2.204 4.737
P1 -4.691 0.323 -0.838
H3 2.159 1.264 5.690
C3 -1.564 5.987 -1.876
H4 2.803 0.612 2.241
H5 -4.404 3.998 -0.263
C4 -2.609 5.110 -1.324
O3 5.165 -7.412 -1.406
C5 4.246 -6.441 -1.050
H6 -4.091 1.501 -2.743
C6 2.097 0.025 2.814
O4 2.502 1.292 4.770
H7 1.830 -2.785 0.202
C7 2.222 -4.572 -0.298
O5 -2.142 8.940 0.019
C8 4.630 -5.186 -0.808
N2 -1.524 -2.456 -0.871
N3 -2.033 -0.121 -1.282
C9 0.883 -0.553 4.877
H8 0.090 -2.850 1.286
C10 1.402 -1.065 2.111
O6 -0.258 -2.875 2.204
H9 2.840 -0.343 -2.126
B1 0.982 0.500 -2.040
N4 -3.232 -0.705 -0.906
H10 1.090 -1.662 -1.561
C11 0.170 -1.627 4.168
H11 -4.018 7.344 0.915
C12 -0.893 -1.115 -1.295
O7 1.308 -3.608 0.085
C13 -1.422 7.239 -1.437
C14 3.647 -4.160 -0.427
H12 4.641 -8.234 -1.528
H13 -0.093 1.632 -3.388
O8 -0.444 8.069 -1.953
O9 -2.753 3.951 -1.696
H14 0.805 -6.139 -0.456
C15 2.817 -6.847 -0.948
O10 0.215 1.705 -2.416
O11 0.695 -0.317 6.066
C16 1.838 -5.826 -0.544
C17 -3.007 -2.172 -0.612
H15 -0.925 5.571 -2.644
C18 1.855 0.268 4.104
O12 -4.966 1.155 -2.360
H16 5.665 -4.878 -0.880
H17 -2.089 0.901 -1.488
C19 -3.369 6.923 0.158
C20 -2.309 7.792 -0.377
O13 2.474 0.606 -2.128
O14 -4.509 4.851 0.212
O15 3.967 -2.996 -0.212
H18 -0.545 8.920 -1.473

- charge = +1
- electronic energy (hartree) = -2946.7132
- E_LUMO (eV) = -4.7
- frontier orbital gap (eV) = 7.187


Formula: C15H10Br2F3N3O3
Source: OMol25
Level of theory: the ωB97M-V functional and the def2-TZVPD basis

Cartesian coordinates (Å):
C1 3.501 4.079 3.268
C2 -1.812 -2.343 -3.814
C3 -0.816 -1.909 -4.824
C4 -0.804 0.315 2.554
H1 3.986 2.028 0.812
C5 2.518 2.366 2.188
H2 -1.182 -1.984 -5.794
C6 -1.377 -2.682 -1.305
O1 -0.920 -2.466 -2.596
H3 -2.215 -3.397 -3.879
C7 3.721 2.500 1.662
H4 -0.357 -0.905 -4.733
F1 -2.617 -1.013 3.554
C8 1.459 1.346 1.928
C9 0.465 -1.211 -0.367
Br1 1.847 -1.372 -1.662
C10 -1.993 0.220 3.483
C11 -2.941 -1.352 -3.677
Br2 3.889 5.246 4.693
F2 -2.890 1.092 2.962
H5 -2.466 -0.398 -3.405
C12 0.544 -0.402 0.697
H6 -3.440 -1.277 -4.622
H7 -0.006 -2.623 -4.892
C13 0.202 1.308 2.695
O2 -2.393 -3.294 -1.026
N1 1.572 0.517 0.898
H8 -3.664 -1.782 -2.955
N2 -0.492 -0.575 1.528
F3 -1.698 0.703 4.635
H9 5.441 3.869 2.154
C14 -0.741 -1.924 -0.155
C15 4.426 3.531 2.252
H10 0.176 2.125 3.454
O3 2.323 3.283 3.261
N3 -1.248 -1.621 1.029

- electronic energy (hartree) = -6415.1016
- E_LUMO (eV) = -1.0
- frontier orbital gap (eV) = 7.507
- SMILES string = CC(C)OC(=O)c1nn2c(C(F)(F)F)cc(-c3ccc(Br)o3)nc2c1Br


Formula: C8H12N2O
Source: OMol25
Level of theory: the ωB97M-V functional and the def2-TZVPD basis

Cartesian coordinates (Å):
H1 3.955 1.905 -2.946
O1 -1.332 -0.015 2.409
H2 -1.129 -2.163 0.027
H3 -2.476 -0.397 0.115
C1 2.861 1.664 -2.752
C2 -1.838 -1.040 2.056
N1 0.762 2.397 -1.732
H4 -1.308 -1.100 4.588
H5 0.804 -0.993 -2.405
N2 -1.523 -2.195 2.790
H6 -3.057 -2.287 0.971
C3 1.043 0.095 -2.442
H7 -0.200 -2.606 4.430
H8 2.883 -0.448 -3.300
H9 -2.134 -2.575 4.590
H10 2.483 3.567 -1.934
C4 2.319 0.407 -2.858
H11 -0.779 0.931 -1.680
C5 0.274 1.170 -1.888
C6 -2.242 -1.446 0.602
H12 -2.485 -3.021 2.691
C7 2.055 2.603 -2.140
C8 -1.232 -2.139 4.119

- ΔE to the lowest compared entry with this formula, charge and spin (eV) = 4.426
- electronic energy (hartree) = -496.6299
- E_LUMO (eV) = 0.4
- frontier orbital gap (eV) = 9.920


Formula: C57H136CsN5O8PS
Source: OMol25
Level of theory: the ωB97M-V functional and the def2-TZVPD basis

Cartesian coordinates (Å):
H1 -2.900 11.747 -7.862
C1 -8.184 7.875 -3.928
C2 6.368 1.578 9.010
H2 -7.425 0.127 -0.792
O1 1.857 -2.784 0.667
H3 -5.527 11.662 -8.315
C3 1.336 -9.377 5.858
H4 -1.206 12.751 -3.936
H5 8.261 -3.299 -0.721
H6 1.980 -3.641 -10.927
H7 -6.092 -2.609 -1.109
H8 0.704 -0.376 10.094
H9 9.651 0.606 0.422
H10 0.519 -7.795 7.865
C4 -3.758 9.572 -3.973
H11 -6.784 -1.296 2.776
C5 -1.315 12.419 -2.903
C6 4.681 0.199 8.548
H12 -10.368 -3.476 0.463
N1 2.026 -9.137 7.210
H13 6.688 1.698 7.975
C7 -3.504 11.412 -8.706
C8 3.701 -2.454 -10.173
C9 -8.739 -1.810 2.067
H14 -9.228 6.333 -2.672
O2 2.736 -4.962 1.412
H15 -4.168 -1.905 0.510
H16 0.750 -8.255 10.420
H17 -2.731 11.080 -2.052
P1 -4.128 8.142 -5.160
C10 7.499 0.785 -0.296
H18 2.798 -0.931 7.907
C11 1.197 3.444 8.446
C12 -2.552 11.471 -3.053
H19 -4.311 10.938 -6.207
H20 7.197 -1.481 1.372
H21 -2.886 -3.107 -7.357
H22 1.887 2.002 6.043
C13 -4.907 -1.267 0.996
N2 8.897 -1.409 0.016
H23 -4.967 8.007 -7.347
C14 -6.117 -3.516 1.230
O3 -9.380 -1.785 0.785
H24 -1.679 7.835 -2.511
C15 -5.668 7.381 -4.561
H25 0.128 -10.629 4.788
H26 3.779 -7.968 7.822
H27 -9.201 -1.012 2.649
H28 0.640 -11.376 6.422
H29 8.625 -0.846 2.051
N3 2.151 1.018 7.954
N4 -6.343 -2.036 0.810
H30 -2.631 -3.368 -9.070
H31 -5.010 -3.012 3.137
C16 8.633 -3.042 2.011
S1 1.541 -4.165 1.077
H32 8.101 0.396 -4.646
H33 8.269 -2.637 -3.261
H34 2.143 -9.322 10.034
H35 -1.691 5.319 -4.244
H36 -5.325 -3.905 0.589
H37 -7.427 -0.666 -2.266
H38 4.176 -11.940 7.268
C17 -1.319 -5.480 -6.964
H39 3.719 -6.274 10.962
H40 -1.571 9.665 -3.588
H41 -2.190 -5.785 -8.788
H42 -4.613 10.240 -4.070
H43 9.362 0.175 -1.201
H44 -11.224 -2.360 1.533
C18 8.689 -1.940 -2.536
H45 7.128 -2.102 -0.970
O4 0.727 -4.080 2.257
C19 -0.746 -2.018 -7.057
H46 -6.850 9.165 -4.924
H47 -0.473 11.826 -2.547
C20 2.246 2.384 8.701
H48 -3.440 12.047 -3.313
H49 5.029 -0.750 8.955
H50 0.078 1.192 7.556
C21 3.157 -8.091 6.935
H51 0.131 -4.197 -6.116
O5 0.853 -4.743 -0.046
H52 -0.196 -3.993 -9.830
C22 -4.845 10.811 -8.334
H53 -3.007 5.850 -3.308
H54 -2.866 10.671 -9.188
C23 -6.910 -0.684 -1.306
H55 -3.664 12.178 -9.465
C24 0.033 0.289 9.550
C25 -6.747 8.410 -4.144
H56 -0.251 1.228 10.023
C26 -5.709 -3.741 2.729
H57 0.331 6.708 -1.661
H58 2.401 -7.040 11.907
H59 -0.540 -10.177 6.415
C27 1.469 -2.760 -9.057
H60 1.996 -3.456 -8.405
H61 0.259 -9.407 8.309
H62 0.629 3.652 9.353
C28 -2.215 6.230 -3.954
H63 -7.380 -0.304 1.426
N5 -0.743 -3.248 -7.912
H64 2.172 2.216 9.776
H65 4.161 -10.477 6.238
C29 8.930 0.081 -0.205
H66 0.745 -4.895 -7.550
H67 -5.853 10.343 -6.560
O6 8.239 -0.671 -2.966
H68 8.604 -3.881 1.316
H69 4.263 -2.443 -11.106
H70 -5.291 6.751 -3.755
C30 8.914 -0.069 -4.089
C31 2.204 -2.700 -10.424
H71 -5.174 10.142 -9.129
H72 6.642 2.534 9.455
C32 2.555 1.255 6.473
H73 7.087 0.758 0.713
H74 -7.922 7.061 -1.892
H75 3.794 -8.384 6.101
C33 0.703 0.466 8.076
C34 2.678 -10.412 7.850
C35 -0.158 -4.444 -7.137
C36 -0.065 -3.100 -9.218
H76 -3.825 9.134 -2.977
C37 -10.627 -2.429 0.623
C38 8.271 -1.661 1.421
O7 5.051 1.296 9.278
H77 -11.167 -2.075 -0.255
H78 3.608 1.531 6.421
C39 -1.208 7.079 -3.140
H79 -3.322 8.771 -7.283
C40 -6.897 -2.031 -0.655
H80 6.856 0.097 -0.844
H81 0.637 -0.470 7.521
H82 1.561 -1.793 -8.562
H83 -2.040 7.719 -5.638
O8 2.521 -7.319 9.781
C41 -8.247 6.758 -2.887
C42 0.334 -10.500 5.850
C43 -4.824 10.284 -6.913
H84 5.065 0.210 7.527
C44 -2.739 6.978 -5.248
H85 2.823 -0.256 9.501
H86 -3.360 -5.381 -7.483
H87 9.674 -3.093 2.331
H88 -8.756 8.760 -3.649
H89 -4.763 -1.220 2.075
C45 -0.518 6.206 -2.124
H90 -5.892 -0.377 -1.543
H91 10.884 -1.249 0.852
H92 -7.569 5.944 -3.144
H93 9.315 -0.858 -4.726
H94 -0.439 7.578 -3.730
C46 -2.274 -3.649 -8.079
C47 10.388 -1.743 0.016
H95 -6.582 -3.632 3.371
H96 2.750 -7.125 6.637
H97 7.069 0.821 9.362
H98 -8.776 -2.762 2.598
H99 2.964 -11.711 6.065
H100 0.568 3.388 7.558
H101 9.749 0.609 -3.916
Cs1 3.465 -9.078 -1.792
H102 -1.783 -5.510 -5.978
H103 -0.131 5.272 -2.530
C48 1.030 -8.637 8.332
H104 -7.833 -2.589 -0.687
H105 3.259 2.735 8.504
H106 -0.565 -2.270 -9.719
H107 3.925 -1.521 -9.657
C49 3.140 -0.067 8.476
H108 -6.177 6.721 -5.264
H109 7.884 -3.276 2.768
H110 -1.170 -1.166 -7.589
H111 10.459 -2.830 0.067
H112 1.796 4.324 8.212
H113 3.237 -9.917 8.645
H114 -5.177 -4.682 2.873
H115 -4.905 -0.261 0.576
H116 4.101 -3.298 -9.611
H117 -6.475 8.893 -3.206
H118 -7.030 -4.036 0.938
C50 -2.378 -5.171 -7.908
H119 3.712 -8.051 11.270
C51 3.104 -7.166 11.084
H120 -1.105 5.797 -1.302
H121 2.436 0.282 5.998
H122 7.531 1.708 -0.876
H123 -0.835 -0.271 9.199
H124 -1.382 -2.188 -6.188
H125 -2.033 10.679 -4.988
H126 -1.530 13.284 -2.275
C52 -7.317 -1.316 1.825
H127 0.302 -1.847 -6.810
H128 0.795 -8.445 5.695
C53 -4.339 8.770 -6.889
C54 3.549 -11.174 6.811
H129 10.814 -1.346 -0.906
C55 -2.361 10.271 -4.032
H130 2.123 -9.465 5.109
H131 1.904 -1.914 -11.117
H132 -0.947 -6.495 -7.107
H133 -8.497 7.452 -4.883
C56 8.201 -2.267 -1.067
H134 9.777 -2.009 -2.535
H135 1.967 -11.095 8.313
H136 -3.116 6.361 -6.063
C57 1.577 -8.440 9.735

- charge = +5
- electronic energy (hartree) = -3886.8597
- E_LUMO (eV) = -7.2
- frontier orbital gap (eV) = 3.140